(1)
Below is C59H48Cl2I3NO21PS as an isolated structure in a non-equilibrium geometry, with properties calculated with wB97M-V/def2-TZVPD.

XYZ file:
```
136
Properties=species:S:1:pos:R:3:forces:R:3
C 6.687 0.718 4.324 0.5037 -0.2695 -0.1180
C 6.543 1.230 2.909 -0.9578 -0.0194 -0.2298
I 8.406 1.879 2.207 0.0178 0.1005 -0.1105
C 5.403 1.249 2.161 1.0382 0.0860 0.4608
I 5.643 1.882 0.135 -0.1943 -0.1080 0.1139
C 3.974 0.772 2.624 0.1622 0.0953 -0.2419
P 3.910 -1.017 2.073 0.3097 -0.5503 -1.4446
O 2.613 -1.660 2.786 0.4123 0.0195 0.0548
O 5.222 -1.730 2.647 -0.5207 0.1762 0.3581
S 3.767 -1.177 0.166 -0.3152 0.1195 0.3905
C 3.614 1.011 4.128 0.2598 -0.2118 0.2136
Cl 3.928 -0.418 5.193 0.1059 -0.0601 0.1136
C 2.182 1.458 4.506 -0.2095 0.3876 -0.0297
C 1.064 1.577 3.449 -0.5973 -0.5031 0.8304
C -0.146 0.764 3.918 -0.1684 0.1940 0.6857
O 0.285 -0.576 4.088 0.0206 -0.3417 -0.9568
O -0.757 -1.534 3.855 -0.2402 0.4773 0.6485
N 1.516 1.093 2.114 0.6409 0.0832 -0.3255
C 0.537 1.307 0.994 -0.6218 0.0583 -0.0568
C -0.055 2.714 0.897 1.5964 3.5914 -3.4616
O 0.318 3.543 0.033 -1.7539 -3.7060 3.7004
Cl -1.356 3.119 2.025 0.3908 0.0712 -0.3753
C 2.942 1.549 1.776 -0.4680 0.1053 0.2145
I 3.117 3.670 2.064 -0.0370 -0.0639 0.0008
H 6.351 -0.314 4.378 -0.1945 0.1450 0.1072
H 7.740 0.691 4.597 -0.0581 0.0958 -0.0109
H 6.203 1.340 5.073 -0.1771 -0.0353 -0.0214
H 2.791 -2.384 3.400 -0.2810 0.1837 0.1996
H 5.057 -2.523 3.175 0.2252 0.0525 0.0156
H 4.304 1.770 4.485 -0.0472 -0.0224 -0.0154
H 2.270 2.430 4.994 0.0117 0.0220 -0.1495
H 1.800 0.794 5.275 0.2076 -0.1057 -0.0472
H 0.715 2.605 3.401 0.3645 -0.0323 -0.4198
H -0.415 1.182 4.896 -0.1220 0.0199 -0.0430
H -1.036 0.868 3.297 0.2082 -0.3131 -0.1931
H -0.931 -1.554 2.900 0.2622 0.0486 -0.1017
H 1.586 0.067 2.205 -0.1334 -0.0277 0.0765
H -0.273 0.590 1.136 -0.0632 0.1051 0.0680
H 0.989 1.077 0.030 0.3441 0.0757 0.1794
H 3.068 1.310 0.724 0.1139 0.2218 -0.0291
C 5.217 -1.905 -4.328 -0.0198 -0.0058 0.0710
C 4.605 -1.021 -3.545 0.0258 -0.0010 0.0308
C 4.226 0.323 -4.048 -0.0156 0.0038 -0.0223
O 3.666 1.128 -3.326 0.0464 -0.0575 -0.0481
C 4.564 0.645 -5.459 0.0135 -0.0411 0.0501
C 5.180 -0.239 -6.240 -0.0734 0.1334 0.0464
C 5.553 -1.585 -5.738 -0.0201 -0.0352 -0.0540
O 6.113 -2.389 -6.447 0.0274 -0.0137 -0.0094
H 5.504 -2.889 -3.981 0.0078 -0.0109 -0.0252
H 4.367 -1.235 -2.510 -0.0143 0.0503 -0.0859
H 4.281 1.630 -5.810 -0.0180 0.0086 0.0395
H 5.435 -0.028 -7.270 0.0023 -0.0253 -0.0095
C 0.089 0.333 -6.403 -0.0093 0.0076 0.0453
C -0.784 1.223 -6.864 0.0600 -0.0471 -0.0218
C -0.873 1.542 -8.312 -0.0166 0.0102 -0.0195
O -1.669 2.354 -8.727 -0.0029 0.0052 0.0130
C 0.051 0.827 -9.227 0.0261 -0.0110 -0.0310
C 0.926 -0.062 -8.765 -0.0187 0.0155 -0.0198
C 1.012 -0.379 -7.318 0.0056 0.0137 -0.1475
O 1.813 -1.190 -6.905 0.1128 -0.0523 0.1522
H 0.172 0.086 -5.351 0.0149 -0.0148 -0.0157
H -1.465 1.756 -6.219 -0.1070 0.0866 0.0582
H -0.031 1.073 -10.278 -0.0206 0.0185 0.0044
H 1.610 -0.595 -9.413 0.0084 -0.0225 0.0259
C -4.012 3.093 -1.468 0.0362 0.0251 0.0426
C -3.477 2.167 -0.679 -0.0462 0.1537 -0.1487
C -3.734 0.725 -0.889 -0.1291 0.1249 -0.1222
O -3.228 -0.102 -0.150 0.1312 -0.1391 0.1705
C -4.615 0.343 -2.014 -0.0652 0.0229 -0.0007
C -5.154 1.270 -2.804 0.0439 0.0011 -0.0044
C -4.900 2.716 -2.598 -0.1339 -0.0076 -0.0423
O -5.388 3.561 -3.315 0.0490 -0.0234 0.0242
H -3.838 4.153 -1.326 -0.0125 -0.0028 -0.0272
H -2.842 2.437 0.151 -0.0548 -0.1003 -0.0089
H -4.808 -0.711 -2.170 0.1205 -0.0047 0.0454
H -5.808 1.014 -3.628 0.0059 0.0176 0.0092
C -7.568 2.269 1.815 -0.0115 0.0055 0.0387
C -8.172 2.922 2.804 0.0316 -0.0288 -0.0237
C -8.732 4.284 2.597 -0.0207 0.0146 -0.0036
O -9.278 4.879 3.498 0.0170 -0.0066 0.0015
C -8.593 4.885 1.245 0.0231 -0.0181 -0.0239
C -7.989 4.230 0.257 -0.0139 0.0337 0.0203
C -7.430 2.872 0.467 -0.0472 0.0224 -0.0331
O -6.878 2.274 -0.434 0.0825 -0.0482 0.0566
H -7.152 1.276 1.940 0.0026 -0.0085 -0.0320
H -8.286 2.504 3.796 -0.0211 0.0270 0.0133
H -9.009 5.876 1.117 -0.0134 0.0001 0.0267
H -7.875 4.646 -0.736 0.0082 -0.0304 -0.0116
C -5.299 -6.146 -2.543 0.0002 0.0923 -0.0114
C -4.923 -5.028 -3.162 0.0055 -0.0286 0.0024
C -5.064 -3.710 -2.499 -0.0619 0.1388 0.0652
O -4.739 -2.672 -3.044 0.0693 -0.2170 -0.1895
C -5.629 -3.680 -1.133 0.0172 -0.0202 0.0749
C -6.004 -4.790 -0.509 0.0578 -0.1287 -0.0792
C -5.869 -6.116 -1.167 0.0593 0.0479 -0.0209
O -6.200 -7.134 -0.605 0.0056 -0.0540 0.0166
H -5.210 -7.122 -3.002 -0.0202 -0.0138 0.0209
H -4.508 -5.024 -4.162 -0.0004 0.0166 0.0000
H -5.722 -2.704 -0.677 -0.0650 0.0230 -0.0309
H -6.419 -4.783 0.487 -0.0666 -0.0453 0.0050
C -7.452 -2.115 4.666 -0.0176 -0.0119 -0.0394
C -7.973 -2.504 3.504 0.0173 0.0236 0.0531
C -7.188 -2.436 2.247 -0.0538 0.0379 0.0190
O -7.665 -2.787 1.188 0.0740 0.0666 0.0798
C -5.797 -1.917 2.333 0.0120 0.0101 -0.0209
C -5.277 -1.529 3.493 -0.0190 0.0002 -0.0533
C -6.063 -1.596 4.752 -0.0102 -0.0251 0.0036
O -5.585 -1.240 5.807 0.0159 0.0390 0.0183
H -8.006 -2.155 5.595 0.0207 0.0051 0.0170
H -8.982 -2.885 3.418 0.0011 -0.0069 -0.0298
H -5.234 -1.872 1.408 -0.0040 0.0087 -0.0061
H -4.267 -1.150 3.579 0.0106 -0.0161 0.0370
C -0.982 -6.325 2.860 -0.0157 -0.0794 0.0103
C 0.041 -7.168 2.986 -0.0383 0.0563 -0.0063
C 1.392 -6.687 3.369 0.0094 -0.0844 0.0055
O 2.329 -7.444 3.483 -0.0015 0.0424 -0.0089
C 1.551 -5.230 3.609 -0.0622 0.0793 -0.0216
C 0.529 -4.388 3.484 0.2050 -0.1092 -0.0300
C -0.820 -4.871 3.095 -0.0212 -0.1110 0.0344
O -1.752 -4.104 2.976 0.0006 0.1430 -0.1247
H -1.976 -6.657 2.584 0.0018 0.0303 0.0011
H -0.059 -8.232 2.819 0.0287 -0.0111 0.0048
H 2.547 -4.907 3.895 0.0024 -0.0809 0.0244
H 0.622 -3.326 3.656 -0.0916 0.0397 0.0592
C 10.468 6.391 -1.646 0.0123 -0.0204 0.0332
C 10.927 5.691 -0.612 0.0022 0.0220 -0.0303
C 10.601 4.253 -0.454 -0.0120 -0.0283 -0.0242
O 11.013 3.612 0.491 -0.0790 -0.0312 0.0989
C 9.747 3.622 -1.491 -0.0424 0.0113 -0.0237
C 9.288 4.321 -2.525 0.0036 -0.0279 0.0408
C 9.612 5.763 -2.685 0.0058 0.0073 -0.0124
O 9.192 6.398 -3.626 -0.0136 -0.0008 0.0108
H 10.690 7.442 -1.782 -0.0120 0.0013 -0.0266
H 11.552 6.128 0.156 0.0069 -0.0248 0.0112
H 9.526 2.570 -1.353 0.0242 -0.0023 0.0226
H 8.664 3.883 -3.294 0.0068 0.0265 -0.0245
```
Forces are in eV/Å.

Computed properties:
**HOMO level**: -11.12 eV
**Charge**: +1
**Lowest unoccupied orbital energy**: -3.60 eV
**Gap between HOMO and LUMO**: 7.519 eV
**Energy**: -175901.5151 eV

***

(2)
Below is C25H56F3MnN7O11S as an isolated structure in a non-equilibrium geometry, with properties calculated with wB97M-V/def2-TZVPD.

XYZ file:
```
104
Properties=species:S:1:pos:R:3:forces:R:3
Mn -1.365 0.306 3.853 1.2874 1.4612 -1.7178
C -2.120 4.413 2.551 1.5622 -0.2414 -0.1633
F -2.285 5.752 2.580 -1.4525 -1.0018 0.0903
F -2.936 3.756 1.644 0.4378 1.2397 1.4792
F -0.878 4.324 2.027 0.0740 -0.8817 0.1614
S -2.147 3.673 4.366 -3.0945 2.7385 0.6427
O -3.576 3.784 4.706 1.5445 -0.6955 -0.8222
O -1.673 2.301 4.255 0.0959 0.1560 -0.3440
O -1.339 4.591 5.150 0.3609 -1.1614 -1.0918
C 1.412 0.165 0.175 -1.1507 -0.1377 1.6481
C 0.167 0.848 0.897 -1.1634 0.8238 -1.3056
C -1.129 0.567 0.037 0.9242 0.6283 0.9485
O -0.100 0.659 2.250 0.2873 -1.3729 0.6586
H 1.739 0.631 -0.753 -0.5240 0.2223 -0.0188
H 1.091 -0.861 -0.004 0.4903 -0.2990 -0.1081
H 2.258 0.217 0.860 0.1286 -0.3098 0.1115
H 0.353 1.913 0.762 0.0576 0.4578 -0.0028
H -1.460 -0.453 0.234 0.1874 -0.1851 -0.4831
H -0.959 0.833 -1.006 -0.0030 -0.5594 -0.1931
H -1.936 1.214 0.381 0.0080 0.1370 0.2501
C 1.805 0.085 -3.513 -1.5503 -1.1768 -1.0399
O 1.914 1.266 -3.514 0.4690 2.8091 1.2189
N 2.362 -0.673 -4.458 0.2775 -0.3485 -1.1837
C 2.049 -2.075 -4.576 1.2409 0.0354 0.4678
C 3.240 -0.074 -5.440 0.8366 0.0538 -0.5978
H 1.062 -0.465 -2.916 0.1916 -0.1030 0.4836
H 2.923 -2.509 -4.091 -0.1814 -1.2178 -0.2040
H 2.005 -2.377 -5.623 -0.1030 0.0081 0.0600
H 1.141 -2.367 -4.047 -0.0089 0.2522 -0.0373
H 4.226 -0.521 -5.563 0.2670 -0.5891 0.9678
H 2.923 -0.211 -6.474 -0.9522 0.4020 0.0268
H 3.451 0.969 -5.207 -0.5430 -0.1115 -0.0754
C 1.231 1.395 5.314 -0.5679 -1.8690 -0.7975
O 0.137 0.758 5.320 1.7547 0.9623 0.4314
N 2.406 0.780 5.119 -0.6421 -1.5952 -1.1130
C 2.505 -0.637 4.678 -0.2660 -0.2466 0.2239
C 3.599 1.497 4.804 1.5074 0.2703 0.3174
H 1.417 2.475 5.421 -1.0044 -0.0574 0.2718
H 3.350 -1.121 5.167 -0.1112 0.1499 0.4070
H 2.714 -0.778 3.617 -0.0920 0.7790 -0.2697
H 1.603 -1.225 4.844 0.0101 0.4323 0.3954
H 4.454 0.882 5.082 0.0072 -0.0277 0.5030
H 3.801 1.626 3.740 -0.6937 0.3754 -0.2312
H 3.688 2.429 5.362 -0.1872 0.0662 -0.2468
C 4.897 5.150 -0.728 0.4098 0.1542 0.6926
O 5.857 5.829 -0.436 0.3191 0.5283 -0.3047
N 4.769 3.862 -0.343 0.1560 0.3745 0.1477
C 3.514 3.192 -0.589 0.0962 -0.6677 0.4646
C 5.875 3.205 0.350 -0.1018 -0.8386 -0.0255
H 4.036 5.554 -1.282 -0.0211 -0.1612 -0.0461
H 3.676 2.337 -1.244 -0.3179 0.0027 -0.1894
H 2.758 3.874 -0.980 0.3275 -0.0128 -0.3322
H 3.082 2.831 0.344 0.0668 -0.1805 0.1866
H 6.141 2.277 -0.157 0.0681 0.0114 -0.4797
H 6.781 3.803 0.453 -0.4600 0.3464 -0.4018
H 5.650 2.836 1.350 -0.5992 0.4157 0.2721
C 1.766 -5.489 -0.148 2.2757 1.1867 0.2088
O 0.687 -5.542 0.359 -1.3148 -0.1488 0.4726
N 2.686 -4.469 0.120 0.8549 -0.8576 -0.2934
C 2.425 -3.474 1.137 0.3201 1.1436 0.4712
C 4.018 -4.291 -0.561 -1.5441 0.0962 -0.8038
H 2.137 -6.274 -0.826 0.1948 0.2375 -0.2112
H 1.425 -3.437 1.569 -0.0170 -0.5131 -0.4701
H 2.653 -2.468 0.785 -0.3827 0.1045 -0.6943
H 3.129 -3.486 1.969 0.1636 -0.8954 0.2636
H 4.168 -5.007 -1.370 -0.2598 -0.3814 0.2537
H 3.948 -3.340 -1.090 0.1540 0.2601 0.0955
H 4.937 -4.265 0.024 -0.4725 -0.2285 0.6876
C -3.686 1.921 -2.942 0.0898 -0.4604 -1.9041
O -3.595 1.838 -4.197 -0.6066 0.3994 3.3356
N -4.852 1.991 -2.240 -1.1347 -0.1723 0.0167
C -5.057 2.213 -0.787 1.5674 -0.6979 -1.3116
C -6.100 2.116 -2.991 0.7316 0.7484 -0.5194
H -2.810 1.887 -2.277 0.0583 0.0882 -0.1610
H -5.607 1.360 -0.390 -0.2069 0.1203 0.1293
H -5.586 3.149 -0.607 0.1653 -0.0337 0.0819
H -4.054 2.198 -0.360 -0.1479 0.3166 0.4453
H -6.238 1.352 -3.756 0.0242 -0.2157 0.3145
H -6.936 2.202 -2.296 0.0455 -0.2213 -0.1911
H -5.977 3.054 -3.533 -0.5744 0.1475 -0.2405
C -4.474 -0.404 2.981 1.2996 -1.3529 0.5674
O -3.247 -0.082 3.027 -2.0507 -0.4428 -0.1204
N -5.020 -1.116 1.996 -0.4012 0.6191 0.5257
C -4.268 -1.388 0.792 -0.2000 -0.1319 -1.1516
C -6.461 -1.550 2.002 1.1378 -0.4215 -0.8803
H -5.152 -0.360 3.848 0.3029 0.7291 -0.0484
H -3.180 -1.416 0.835 -0.2138 -0.0116 0.9278
H -4.467 -0.601 0.065 -0.1904 -0.0949 -0.2432
H -4.620 -2.345 0.405 0.0550 0.0708 -0.1728
H -7.014 -1.166 1.144 0.0454 1.0173 0.2968
H -6.476 -2.596 1.696 0.2548 -0.3707 0.7365
H -6.965 -1.403 2.957 0.2489 0.1606 -0.1953
C -1.913 -2.480 -3.555 2.1787 1.1382 2.3224
O -2.200 -1.340 -3.157 -0.1292 -2.4325 -0.7732
N -1.214 -3.412 -2.745 -0.1791 -1.0181 -0.5676
C -0.534 -4.636 -3.325 -0.4349 1.4261 0.0440
C -0.913 -3.165 -1.281 -1.0809 0.7194 -2.1099
H -1.940 -2.799 -4.608 -0.4497 -0.0707 0.1224
H -0.818 -5.562 -2.825 -0.0341 0.2026 0.1726
H 0.546 -4.490 -3.287 0.1703 -0.1006 0.5202
H -0.691 -4.761 -4.397 -0.6339 0.2430 -0.0051
H 0.122 -2.825 -1.227 0.0280 -0.1357 0.4370
H -1.593 -2.347 -1.042 0.3121 0.1579 0.2728
H -1.148 -4.012 -0.636 0.3206 -0.1674 -0.3565
```
Forces are in eV/Å.

Computed properties:
**2S+1**: 6
**HOMO level (spin up / spin down)**: -8.25 / -8.28 eV
**Lowest unoccupied orbital energy (spin up / spin down)**: -0.32 / -0.61 eV
**Gap between HOMO and LUMO (spin up / spin down)**: 7.928 / 7.671 eV
**Energy**: -110092.5049 eV